The following is a DFT calculation (the ωB97M-V functional and the def2-TZVPD basis) of a structure of composition C27H59BrF4N12O26SSb.

Computed properties:
Lowest unoccupied orbital energy = 1.23 eV
Energy = -7287.94062 Eh
Charge = -1
Maximum force = 0.1182 hartree/bohr

Structure (XYZ):
```
131
C27H59BrF4N12O26SSb | the Open Molecules 2025 dataset | the ωB97M-V functional and the def2-TZVPD basis
C 1.967 1.682 -0.203
C 1.298 2.266 -1.546
C 1.690 1.286 -2.747
F 3.123 0.991 -2.560
Sb 0.431 -0.504 -3.025
C -0.997 0.042 -1.414
C -1.765 -1.326 -0.964
C -2.186 -1.336 0.580
Br -0.636 -1.371 1.841
C 1.661 -1.228 -4.709
C 3.177 -1.613 -4.380
C 3.399 -2.600 -3.148
C 4.475 -2.153 -2.093
C 4.720 -3.037 -0.828
C 3.869 -4.340 -0.659
C 2.818 -4.796 -1.709
C 2.570 -3.921 -2.965
S -1.010 0.905 -4.554
O -0.618 0.785 -6.008
O -0.928 2.383 -4.161
C -2.842 0.428 -4.469
F -3.428 0.643 -5.788
F -3.550 1.315 -3.602
F -3.043 -0.941 -4.174
H 2.038 0.526 -0.210
H 1.434 1.968 0.764
H 3.063 2.039 -0.145
H 0.198 2.539 -1.464
H 1.851 3.263 -1.758
H 1.632 1.915 -3.715
H -0.619 -1.908 -3.318
H 1.341 -1.381 -1.812
H -0.518 0.441 -0.460
H -1.754 0.849 -1.756
H -0.964 -2.156 -1.087
H -2.617 -1.611 -1.668
H -2.738 -2.338 0.759
H -2.951 -0.521 0.804
H 1.125 -2.118 -5.223
H 1.699 -0.408 -5.527
H 3.867 -0.688 -4.324
H 3.570 -2.190 -5.309
H 5.063 -1.173 -2.239
H 5.476 -2.729 -0.015
H 4.002 -5.001 0.287
H 2.184 -5.737 -1.570
H 1.799 -4.158 -3.777
C 4.764 -6.789 3.666
N 4.194 -6.249 2.404
O 3.691 -5.137 2.449
O 4.274 -6.968 1.411
H 4.625 -6.054 4.456
H 4.233 -7.711 3.898
H 5.824 -6.975 3.494
C -6.335 -0.071 -4.946
N -7.313 -0.887 -4.179
O -6.893 -1.880 -3.607
O -8.472 -0.500 -4.178
H -5.351 -0.526 -4.864
H -6.665 -0.058 -5.984
H -6.333 0.931 -4.519
C -8.237 0.194 -1.019
N -7.227 0.180 0.072
O -6.888 1.255 0.545
O -6.808 -0.911 0.418
H -8.520 1.226 -1.223
H -7.780 -0.260 -1.895
H -9.095 -0.381 -0.678
C -8.274 -4.173 -0.592
N -9.267 -3.504 0.290
O -9.675 -2.408 -0.058
O -9.600 -4.102 1.298
H -8.072 -3.528 -1.446
H -7.369 -4.332 -0.006
H -8.707 -5.119 -0.916
C 2.710 5.953 -4.042
N 2.773 5.876 -2.559
O 2.015 5.098 -2.007
O 3.584 6.603 -2.002
H 1.951 5.257 -4.397
H 2.449 6.977 -4.307
H 3.692 5.682 -4.427
C 4.695 9.445 -0.587
N 5.673 10.322 -1.282
O 6.240 11.172 -0.612
O 5.839 10.127 -2.474
H 4.650 9.730 0.462
H 3.727 9.587 -1.067
H 5.040 8.417 -0.693
C -1.508 0.911 5.025
N -0.089 1.293 4.808
O 0.679 1.178 5.756
O 0.209 1.696 3.698
H -1.627 0.572 6.059
H -2.119 1.794 4.835
H -1.742 0.110 4.325
C 1.792 4.205 4.484
N 2.568 5.468 4.603
O 3.776 5.404 4.427
O 1.940 6.479 4.870
H 2.477 3.394 4.245
H 1.303 4.027 5.441
H 1.063 4.340 3.685
C -0.363 -1.534 8.998
N -0.935 -1.018 7.728
O -1.434 0.098 7.749
O -0.865 -1.749 6.756
H -0.495 -0.782 9.773
H -0.898 -2.449 9.251
H 0.695 -1.729 8.825
C 5.286 2.370 3.032
N 4.838 1.629 1.824
O 5.474 1.798 0.795
O 3.865 0.905 1.951
H 6.156 2.970 2.773
H 4.461 3.005 3.354
H 5.538 1.633 3.794
C -4.894 3.542 0.997
N -3.886 3.518 2.090
O -3.545 4.591 2.563
O -3.473 2.424 2.435
H -5.170 4.576 0.797
H -4.438 3.086 0.119
H -5.757 2.971 1.335
C 3.998 -9.530 -0.542
N 3.022 -10.349 0.224
O 3.448 -11.338 0.799
O 1.863 -9.970 0.220
H 4.984 -9.983 -0.451
H 3.674 -9.519 -1.582
H 3.994 -8.528 -0.115
```

=====

The following is a DFT calculation (the ωB97M-V functional and the def2-TZVPD basis) of a cluster of 3 separate species, C27H59F3N2O6 in total.

Computed properties:
Lowest unoccupied orbital energy = 0.69 eV
Energy = -1924.57120 Eh
Charge = 0
Maximum force = 0.0451 hartree/bohr

Structure (XYZ):
```
97
C27H59F3N2O6 | the Open Molecules 2025 dataset | the ωB97M-V functional and the def2-TZVPD basis
C 5.807 2.727 -0.832
C 5.811 1.227 -0.521
C 4.749 0.543 -1.420
C 3.330 0.736 -0.867
C 2.354 -0.353 -1.351
C 2.110 -0.321 -2.864
C 0.877 0.479 -3.384
C -0.027 1.189 -2.357
N -0.476 2.481 -2.923
C -1.268 0.391 -1.853
O -1.691 1.202 -0.786
C -2.653 0.649 0.110
C -2.105 0.774 1.544
N -1.390 -0.387 2.035
O -0.900 -0.854 -1.330
C -0.915 -1.985 -2.189
C -0.609 -3.266 -1.349
C -0.766 -3.048 0.153
C 0.755 -3.855 -1.759
C 1.242 -5.020 -0.890
C 2.025 -4.526 0.356
C 2.265 -5.824 -1.770
C -2.435 0.377 -2.867
F -3.003 1.543 -2.962
F -3.406 -0.474 -2.533
F -2.043 0.051 -4.099
H 6.496 3.225 -0.153
H 4.807 3.133 -0.723
H 6.115 2.923 -1.857
H 5.529 1.091 0.520
H 6.765 0.775 -0.772
H 4.815 1.060 -2.375
H 4.955 -0.518 -1.546
H 3.401 0.614 0.217
H 2.936 1.737 -1.038
H 1.463 -0.264 -0.736
H 2.847 -1.293 -1.108
H 3.004 0.076 -3.335
H 2.048 -1.348 -3.214
H 0.330 -0.177 -4.049
H 1.264 1.252 -4.040
H 0.480 1.472 -1.445
H -0.682 2.331 -3.906
H 0.296 3.134 -2.873
H -3.534 1.301 0.084
H -3.012 -0.349 -0.117
H -2.885 1.058 2.248
H -1.380 1.581 1.484
H -0.500 -0.523 1.579
H -1.947 -1.228 2.056
H -0.157 -1.968 -2.968
H -1.865 -2.180 -2.683
H -1.341 -4.023 -1.629
H 0.037 -2.418 0.524
H -1.755 -2.640 0.343
H -0.726 -3.997 0.678
H 1.513 -3.083 -1.870
H 0.594 -4.263 -2.758
H 0.450 -5.720 -0.639
H 1.341 -4.521 1.204
H 2.877 -5.153 0.579
H 2.298 -3.486 0.202
H 2.222 -5.542 -2.817
H 2.130 -6.896 -1.655
H 3.273 -5.590 -1.439
C -1.535 4.845 -0.856
O -1.630 5.754 -1.943
C -2.875 6.432 -1.992
C -2.773 7.835 -1.430
O -2.492 7.828 -0.038
C -1.128 8.074 0.255
H -0.488 4.566 -0.744
H -1.878 5.295 0.079
H -2.114 3.943 -1.069
H -3.647 5.862 -1.467
H -3.162 6.498 -3.046
H -3.738 8.335 -1.559
H -2.019 8.412 -1.974
H -0.902 9.139 0.130
H -0.463 7.484 -0.379
H -0.954 7.799 1.294
C -2.376 -4.272 4.105
O -1.643 -3.071 4.275
C -2.347 -2.090 5.027
C -1.873 -2.042 6.464
O -2.187 -3.237 7.166
C -1.083 -4.117 7.286
H -1.685 -5.037 3.753
H -2.826 -4.609 5.041
H -3.160 -4.134 3.352
H -3.426 -2.267 4.981
H -2.142 -1.123 4.557
H -2.393 -1.225 6.975
H -0.799 -1.838 6.507
H -0.391 -3.751 8.052
H -0.550 -4.233 6.340
H -1.462 -5.090 7.595
```

=====

The following is a DFT calculation (the ωB97M-V functional and the def2-TZVPD basis) of a cluster of 8 separate species, C27H59FO9S7 in total.

Computed properties:
Lowest unoccupied orbital energy = -0.51 eV
Energy = -4628.24747 Eh
Charge = 0
Maximum force = 0.0184 hartree/bohr

Structure (XYZ):
```
103
C27H59FO9S7 | the Open Molecules 2025 dataset | the ωB97M-V functional and the def2-TZVPD basis
C 3.720 1.439 3.535
C 4.675 1.578 2.347
C 4.036 1.211 0.981
C 4.862 1.922 -0.096
C 4.090 -0.299 0.840
C 3.512 -1.151 1.705
C 3.652 -2.618 1.496
O 2.743 -3.408 1.703
C 4.979 -3.034 0.950
C 5.548 -2.210 0.058
C 6.866 -2.423 -0.618
C 8.083 -1.798 0.082
C 7.851 -1.195 1.450
F 8.588 -0.786 -0.729
C 4.783 -0.969 -0.309
O 4.677 -0.608 -1.468
H 3.961 0.530 4.077
H 2.686 1.343 3.238
H 3.846 2.248 4.247
H 5.514 0.902 2.483
H 5.109 2.571 2.281
H 3.004 1.545 0.963
H 4.500 1.712 -1.093
H 4.922 2.984 0.101
H 5.873 1.519 -0.056
H 2.931 -0.825 2.557
H 5.452 -3.952 1.265
H 6.804 -1.927 -1.585
H 7.028 -3.473 -0.831
H 8.868 -2.546 0.160
H 8.814 -1.117 1.950
H 7.478 -0.181 1.372
H 7.214 -1.796 2.086
C -0.492 0.427 5.535
S 0.565 -0.923 5.014
O 1.292 -0.436 3.806
C -0.734 -2.000 4.412
H 0.144 1.234 5.898
H -1.075 0.778 4.683
H -1.150 0.091 6.337
H -1.305 -1.491 3.636
H -1.387 -2.290 5.236
H -0.261 -2.885 3.993
C -0.867 -5.506 1.177
S -1.343 -3.775 1.185
O -2.669 -3.685 1.858
C -1.633 -3.664 -0.583
H -0.676 -5.805 2.206
H -1.677 -6.105 0.760
H 0.042 -5.627 0.588
H -2.386 -4.396 -0.879
H -0.700 -3.843 -1.117
H -1.987 -2.657 -0.802
C 2.292 0.950 -2.931
S 2.087 2.722 -2.731
O 0.954 2.930 -1.783
C 1.451 3.026 -4.383
H 2.647 0.544 -1.989
H 1.335 0.497 -3.194
H 3.032 0.758 -3.707
H 0.550 2.435 -4.550
H 2.213 2.767 -5.118
H 1.215 4.085 -4.465
C -2.965 2.380 -3.453
S -2.215 0.968 -4.278
O -1.641 1.469 -5.558
C -3.740 0.115 -4.679
H -2.157 3.052 -3.167
H -3.646 2.889 -4.130
H -3.495 2.047 -2.560
H -4.371 0.758 -5.290
H -4.260 -0.161 -3.763
H -3.479 -0.782 -5.238
C -2.324 4.567 4.274
S -0.696 3.821 4.113
O 0.017 4.048 5.397
C -0.061 5.010 2.927
H -2.883 3.993 5.011
H -2.223 5.598 4.611
H -2.837 4.526 3.313
H -0.113 6.013 3.352
H -0.644 4.952 2.008
H 0.975 4.752 2.718
C -7.880 3.136 -4.336
S -6.524 2.387 -3.427
O -6.767 0.919 -3.411
C -7.007 3.015 -1.814
H -7.793 2.831 -5.377
H -8.830 2.789 -3.929
H -7.807 4.221 -4.266
H -8.016 2.678 -1.577
H -6.960 4.104 -1.821
H -6.306 2.625 -1.079
C -5.348 -3.084 -2.296
S -5.163 -4.482 -1.182
O -4.321 -5.489 -1.886
C -6.865 -5.044 -1.306
H -4.375 -2.610 -2.401
H -5.695 -3.427 -3.270
H -6.055 -2.374 -1.868
H -7.106 -5.260 -2.347
H -7.528 -4.275 -0.910
H -6.961 -5.949 -0.710
```

=====

The following is a DFT calculation (the ωB97M-V functional and the def2-TZVPD basis) of a cluster of 8 separate species, C27H59NO19 in total.

Computed properties:
Lowest unoccupied orbital energy = 0.47 eV
Energy = -2548.48705 Eh
Charge = 0
Energy relative to the best compared isomer or geometry (same formula, charge and spin) = 0.0000 eV
Maximum force = 0.0525 hartree/bohr

Structure (XYZ):
```
106
C27H59NO19 | the Open Molecules 2025 dataset | the ωB97M-V functional and the def2-TZVPD basis
N 0.796 -0.979 0.279
H 1.751 -1.182 -0.087
H 0.111 -1.513 -0.249
H 0.757 0.030 0.139
H 0.766 -1.240 1.263
C 5.536 -0.223 -0.511
C 4.248 -0.595 -1.195
C 4.491 -0.890 -2.690
O 3.473 -1.496 -0.460
H 5.441 0.019 0.551
H 5.984 0.699 -0.905
H 6.311 -0.994 -0.571
H 3.567 0.278 -1.194
H 3.687 -1.419 -3.209
H 5.377 -1.518 -2.836
H 4.654 0.034 -3.252
C -3.192 -0.498 0.490
C -2.875 0.686 1.376
O -3.630 1.854 1.027
C -3.689 2.939 1.816
O -3.217 2.990 2.917
O -4.324 3.880 1.150
C -4.814 5.000 1.862
H -2.565 -1.344 0.768
H -2.984 -0.242 -0.549
H -4.246 -0.765 0.566
H -1.820 0.959 1.403
H -3.161 0.426 2.399
H -5.597 4.734 2.573
H -5.240 5.749 1.199
H -4.001 5.476 2.412
C 1.578 -5.481 -1.336
C 1.549 -4.107 -1.996
O 0.463 -4.050 -2.915
C -0.558 -3.261 -2.684
O -0.658 -2.436 -1.803
O -1.388 -3.367 -3.721
C -2.591 -2.618 -3.712
H 2.412 -5.587 -0.647
H 1.598 -6.272 -2.089
H 0.633 -5.661 -0.818
H 2.496 -3.843 -2.462
H 1.432 -3.374 -1.197
H -2.400 -1.547 -3.603
H -3.131 -2.873 -2.796
H -3.146 -2.841 -4.615
C -0.177 3.881 3.755
C -0.268 2.345 3.617
O 1.021 1.766 3.848
C 1.222 0.520 3.448
O 0.350 -0.220 3.043
O 2.507 0.246 3.501
C 2.955 -1.048 3.185
H -1.243 4.103 3.714
H 0.480 4.210 2.953
H 0.218 4.182 4.722
H -0.609 2.080 2.621
H -0.895 1.949 4.417
H 3.992 -1.047 2.870
H 2.319 -1.516 2.434
H 2.849 -1.755 4.017
C -3.021 -4.111 0.052
C -2.838 -4.178 1.544
O -1.714 -4.904 1.991
C -0.508 -4.393 1.938
O -0.146 -3.394 1.375
O 0.317 -5.255 2.538
C 1.656 -4.823 2.749
H -2.874 -5.092 -0.407
H -2.346 -3.409 -0.441
H -4.008 -3.755 -0.250
H -3.787 -4.439 2.009
H -2.659 -3.157 1.906
H 2.218 -5.606 3.264
H 1.723 -3.902 3.318
H 2.221 -4.885 1.815
C -3.780 3.354 -2.659
C -2.758 2.497 -1.925
O -1.946 1.781 -2.833
C -0.978 0.983 -2.450
O -0.719 0.670 -1.322
O -0.341 0.593 -3.573
C 0.884 -0.120 -3.418
H -3.149 4.031 -3.240
H -4.368 3.972 -1.985
H -4.434 2.814 -3.342
H -3.113 1.809 -1.162
H -2.156 3.188 -1.326
H 1.722 0.578 -3.355
H 1.147 -0.612 -4.356
H 0.845 -0.848 -2.613
C 4.162 3.437 -1.392
C 2.873 2.876 -0.842
O 2.050 4.022 -0.593
C 0.890 3.840 -0.002
O 0.449 2.777 0.345
O 0.278 5.038 0.044
C -1.049 5.055 0.574
H 4.677 4.103 -0.706
H 3.992 3.867 -2.382
H 4.872 2.659 -1.690
H 3.008 2.298 0.076
H 2.375 2.134 -1.471
H -1.310 4.086 0.989
H -1.696 5.309 -0.271
H -1.265 5.883 1.248
```